No. 1
Entry from OMol25: a 12-piece molecular cluster, C72H180N12 overall (wB97M-V/def2-TZVPD).

```
264
Properties=species:S:1:pos:R:3
C -3.5647 8.0232 2.5185
C -2.3194 7.4062 1.8925
N -1.3359 6.8820 2.8163
C -0.4107 7.7429 3.4497
C 0.2338 8.7765 2.5638
C -1.7517 5.8490 3.8118
C -2.7427 4.7365 3.3514
H -3.3735 9.0513 2.8259
H -3.9057 7.3978 3.3435
H -4.3019 8.1311 1.7229
H -2.5952 6.4890 1.3720
H -1.9167 8.0908 1.1460
H -0.8555 8.3395 4.2462
H 0.4090 7.2330 3.9559
H 0.8294 9.4953 3.1265
H 0.9226 8.3181 1.8542
H -0.4064 9.5081 2.0707
H -2.2087 6.3700 4.6531
H -0.8530 5.4344 4.2684
H -2.0583 4.0307 2.8807
H -3.5331 5.0238 2.6580
H -3.1043 4.1959 4.2261
C -6.0811 -2.4838 4.1860
C -7.2454 -3.4027 3.7388
N -8.3664 -3.3555 4.5963
C -9.0766 -2.0704 4.3525
C -9.8293 -2.0006 2.9460
C -8.1475 -3.5700 6.0496
C -7.5828 -4.9398 6.3848
H -5.5713 -2.8243 5.0873
H -6.2729 -1.4250 4.3603
H -5.4150 -2.5721 3.3278
H -7.4539 -3.0598 2.7253
H -6.8709 -4.4005 3.5103
H -9.9144 -2.0943 5.0493
H -8.3192 -1.2916 4.4412
H -9.1076 -2.0290 2.1296
H -10.6903 -2.6376 2.7436
H -10.3751 -1.0644 2.8283
H -9.1307 -3.5525 6.5199
H -7.6498 -2.7698 6.5974
H -8.1538 -5.6365 5.7711
H -7.7726 -5.1803 7.4309
H -6.5038 -5.0259 6.2572
C 2.3553 2.8777 4.6727
C 3.6002 1.9860 4.4854
N 3.2879 0.5844 4.3402
C 2.2108 0.0259 5.1414
C 2.5733 -0.1655 6.5751
C 4.3935 -0.3883 4.2542
C 4.9921 -0.3568 2.8293
H 1.7797 2.7631 5.5912
H 1.8028 2.9710 3.7377
H 2.5838 3.9082 4.9449
H 4.1731 2.3085 3.6160
H 4.2162 2.0406 5.3829
H 1.2982 0.6213 5.1144
H 1.8443 -0.8603 4.6233
H 1.6205 -0.2921 7.0892
H 3.2520 -0.9985 6.7583
H 3.0246 0.7460 6.9671
H 4.1307 -1.3989 4.5669
H 5.2035 -0.1799 4.9531
H 4.9849 -1.3009 2.2845
H 6.0294 -0.0223 2.8452
H 4.5107 0.3823 2.1891
C 3.4157 -9.2005 1.9304
C 3.8877 -9.6549 0.5505
N 4.4084 -8.5535 -0.3030
C 3.3929 -7.6074 -0.8494
C 2.1876 -8.2226 -1.5337
C 5.5608 -7.8643 0.2923
C 6.6847 -7.7400 -0.6766
H 4.1767 -9.3023 2.7042
H 2.5867 -9.8451 2.2226
H 2.9140 -8.2335 1.8953
H 4.7561 -10.2957 0.7032
H 3.1131 -10.2153 0.0270
H 3.9252 -6.9424 -1.5294
H 3.0341 -7.0228 -0.0023
H 1.8333 -7.7210 -2.4342
H 1.2838 -8.3104 -0.9307
H 2.5585 -9.1953 -1.8565
H 5.2477 -6.8676 0.6030
H 5.9257 -8.4627 1.1272
H 7.0519 -8.6985 -1.0435
H 6.3565 -7.2512 -1.5940
H 7.4716 -7.1532 -0.2028
C -2.6437 5.8488 -4.9129
C -1.9059 6.4703 -3.6843
N -0.4449 6.6261 -3.7713
C 0.2180 5.3068 -3.7261
C 1.6003 5.3326 -4.4426
C 0.1793 7.5658 -2.8231
C -0.0323 7.1991 -1.3705
H -2.0113 5.0370 -5.2724
H -2.6571 6.6123 -5.6907
H -3.6318 5.4970 -4.6164
H -2.4627 7.3971 -3.5466
H -2.0596 5.9276 -2.7516
H 0.3553 5.0443 -2.6771
H -0.3944 4.4670 -4.0547
H 2.2874 5.9503 -3.8643
H 2.0060 4.3251 -4.5346
H 1.5508 5.6743 -5.4764
H -0.3541 8.5121 -2.9137
H 1.2556 7.6666 -2.9628
H -1.0875 7.1831 -1.0977
H 0.5564 7.9839 -0.8955
H 0.3041 6.2286 -1.0057
C 5.4883 -3.7155 -2.0774
C 4.7655 -2.3633 -2.3693
N 5.7209 -1.5488 -3.1757
C 5.5125 -0.0763 -2.8868
C 4.2595 0.4835 -3.5259
C 5.7907 -1.9252 -4.5247
C 6.9062 -1.2115 -5.2513
H 4.7420 -4.3913 -1.6599
H 6.2913 -3.6909 -1.3408
H 5.8572 -4.2263 -2.9668
H 3.8508 -2.4417 -2.9569
H 4.5693 -1.9353 -1.3863
H 5.5441 0.1180 -1.8147
H 6.3810 0.4384 -3.2980
H 4.3563 1.5689 -3.4978
H 4.1313 0.0365 -4.5117
H 3.3602 0.2957 -2.9394
H 4.8837 -1.6971 -5.0846
H 5.8565 -3.0105 -4.6010
H 7.0626 -1.6728 -6.2264
H 7.7861 -1.1992 -4.6081
H 6.5180 -0.2101 -5.4373
C 5.3000 8.3217 -0.6215
C 5.0792 7.5270 0.6962
N 4.1130 6.4276 0.6340
C 4.4855 5.2584 -0.1523
C 3.5117 5.0371 -1.2615
C 3.6473 5.9677 1.9910
C 2.3089 5.2648 1.9740
H 6.0060 9.1362 -0.4595
H 4.3607 8.8002 -0.8987
H 5.6622 7.6135 -1.3668
H 6.0301 7.2013 1.1179
H 4.6894 8.2889 1.3713
H 5.5247 5.3860 -0.4556
H 4.5829 4.3411 0.4284
H 3.7732 4.1413 -1.8248
H 2.4422 4.9436 -1.0733
H 3.6118 5.8043 -2.0293
H 3.4038 6.7974 2.6547
H 4.4705 5.4552 2.4890
H 2.3863 4.2602 1.5582
H 1.6302 5.8122 1.3200
H 1.9320 5.4172 2.9853
C -1.2837 -3.3967 -4.5004
C -2.4642 -4.0723 -5.2852
N -3.7491 -4.0208 -4.5171
C -4.9275 -4.3521 -5.3710
C -5.2020 -3.1442 -6.3078
C -3.8561 -4.5141 -3.1148
C -5.0442 -4.0379 -2.1587
H -0.3587 -3.4295 -5.0762
H -0.9999 -3.9587 -3.6106
H -1.4592 -2.3647 -4.1966
H -2.4455 -3.7012 -6.3099
H -2.2456 -5.0908 -5.6060
H -5.7928 -4.4132 -4.7111
H -4.7300 -5.3512 -5.7594
H -5.9619 -3.3482 -7.0621
H -4.3304 -2.9400 -6.9297
H -5.4660 -2.2459 -5.7497
H -3.9500 -5.5958 -3.2107
H -2.9152 -4.3532 -2.5886
H -5.0312 -4.2902 -1.0983
H -5.0517 -2.9480 -2.1663
H -6.0245 -4.3395 -2.5277
C -4.9770 2.4956 5.5547
C -4.4499 1.0813 5.1249
N -4.0335 1.1590 3.6904
C -3.0278 0.1528 3.3866
C -1.5990 0.5819 3.8565
C -5.0566 1.0144 2.7114
C -4.7905 1.9711 1.5529
H -4.1238 3.1677 5.6460
H -5.5909 2.4007 6.4504
H -5.5809 2.9700 4.7811
H -3.5806 0.8482 5.7398
H -5.1445 0.2894 5.4052
H -3.3583 -0.7954 3.8106
H -2.9132 -0.1594 2.3486
H -1.6352 0.8517 4.9120
H -0.8863 -0.2254 3.6879
H -1.3396 1.4685 3.2780
H -5.9798 1.1787 3.2670
H -5.1639 0.0128 2.2949
H -5.6218 1.7973 0.8696
H -3.8922 1.6869 1.0048
H -4.8320 3.0257 1.8253
C 2.1339 -0.4216 -7.7504
C 0.7196 0.1490 -7.5736
N 0.8546 1.5586 -7.1832
C -0.4122 2.2070 -6.8520
C -0.9914 1.5471 -5.6910
C 1.6150 2.3071 -8.1595
C 2.0934 3.6075 -7.5917
H 2.4852 -0.1575 -8.7479
H 2.0414 -1.5034 -7.8464
H 2.7974 -0.0328 -6.9780
H 0.1107 -0.1708 -8.4192
H 0.3707 -0.3236 -6.6554
H -0.2780 3.2472 -6.5551
H -1.1158 2.2236 -7.6844
H -1.3585 0.5531 -5.9464
H -0.2703 1.4496 -4.8794
H -1.7960 2.1700 -5.3002
H 0.9992 2.5998 -9.0099
H 2.4697 1.8617 -8.6686
H 1.3524 4.2503 -7.1165
H 2.5344 4.2906 -8.3177
H 2.8366 3.4082 -6.8197
C 2.1685 -4.2089 2.4398
C 1.2029 -5.3461 2.1348
N 0.3417 -5.7221 3.2450
C -0.3210 -7.0121 3.1595
C -1.3287 -7.0748 1.9911
C -0.5701 -4.6865 3.7014
C -1.2597 -5.0040 5.0285
H 1.6990 -3.2266 2.3885
H 2.9941 -4.0771 1.7404
H 2.6342 -4.3477 3.4155
H 0.6774 -4.9956 1.2464
H 1.9045 -6.1044 1.7872
H 0.5005 -7.7250 3.0887
H -0.6849 -7.3439 4.1320
H -1.7653 -8.0673 1.8798
H -2.1781 -6.3959 2.0664
H -0.7614 -6.8323 1.0925
H -1.2572 -4.4322 2.8943
H -0.0258 -3.7423 3.6857
H -0.5607 -5.2167 5.8374
H -1.9522 -5.8457 5.0351
H -1.9473 -4.1998 5.2904
C -0.2497 1.2323 -1.8678
C -0.3832 0.5999 -0.4557
N -0.1699 -0.8256 -0.3371
C 1.1350 -1.1942 -0.7202
C 2.1990 -0.6744 0.2386
C -1.1193 -1.6139 -1.0524
C -1.2530 -3.0166 -0.3490
H -0.9007 0.8285 -2.6432
H 0.7697 1.1024 -2.2312
H -0.4324 2.3068 -1.8601
H 0.1996 1.1555 0.2790
H -1.4467 0.6207 -0.2175
H 1.3736 -0.9096 -1.7450
H 1.3240 -2.2664 -0.6671
H 1.8405 -0.6394 1.2674
H 2.5940 0.3207 0.0341
H 3.0938 -1.2965 0.2627
H -2.0971 -1.1524 -0.9146
H -0.9332 -1.5349 -2.1235
H -2.3244 -3.1988 -0.2648
H -0.6565 -3.7619 -0.8750
H -0.8797 -3.0750 0.6734
```

Computed properties:
net charge: 0
gap between HOMO and LUMO: 8.2676 eV
SMILES: CCN(CC)CC.CCN(CC)CC.CCN(CC)CC.CCN(CC)CC.CCN(CC)CC.CCN(CC)CC.CCN(CC)CC.CCN(CC)CC.CCN(CC)CC.CCN(CC)CC.CCN(CC)CC.CCN(CC)CC
LUMO: 0.01491 Eh

=====

No. 2
Entry from OMol25: C21H22ClNPTb as an isolated structure (wB97M-V/def2-TZVPD).

```
47
Properties=species:S:1:pos:R:3
Tb 1.1896 -0.1056 0.1839
Cl 3.4671 -0.5824 0.9988
P 0.0199 -0.0020 -2.3879
C -0.6834 1.5218 -3.0997
C -1.8939 1.5502 -3.8272
C -2.3796 2.7542 -4.3518
C -1.6972 3.9490 -4.0980
C -0.5218 3.9388 -3.3269
C -0.0123 2.7360 -2.8317
C 1.6091 -0.2417 -3.2404
C 2.2806 -1.4586 -2.9703
C 3.5806 -1.6301 -3.4426
C 4.2253 -0.6141 -4.1390
C 3.5312 0.5519 -4.4741
C 2.2087 0.7340 -4.0615
C -0.9932 -1.2983 -3.2165
C -1.6086 -2.2649 -2.3830
C -2.3620 -3.3025 -2.9521
C -2.4912 -3.3705 -4.3437
C -1.8564 -2.4396 -5.1808
C -1.0910 -1.4052 -4.6129
H 1.8089 -2.2670 -2.3982
H 4.1263 -2.5440 -3.1908
H 5.2825 -0.6903 -4.4000
H 4.0137 1.3328 -5.0620
H 1.6184 1.5850 -4.4431
H -2.4405 0.6310 -4.0554
H -3.3139 2.7262 -4.9231
H -2.1388 4.8800 -4.4673
H -0.0259 4.8885 -3.0962
H 0.9429 2.7461 -2.2736
H -1.5097 -2.2212 -1.2927
H -2.8417 -4.0475 -2.2987
H -3.0653 -4.1763 -4.8276
H -1.8886 -2.5064 -6.2804
H -0.5430 -0.7019 -5.2596
H -2.6813 1.1009 0.2295
H -2.7522 0.4053 0.3046
C 0.5114 0.3370 5.6551
C -0.4814 -0.3677 4.6453
C 0.1174 -0.2526 3.3422
N 0.6473 -0.1257 2.2773
H 1.5524 -0.0475 5.5030
H 0.1669 0.1311 6.6998
H 0.4916 1.4361 5.4567
H -0.6437 -1.4252 4.9546
H -1.4748 0.1536 4.6936
```

Computed properties:
net charge: +2
gap between HOMO and LUMO (alpha / beta): 5.0526 / 7.2773 eV
⟨S²⟩: 12.63
LUMO (alpha / beta): -0.35108 / -0.26951 Eh
multiplicity: 7

=====

No. 3
Entry from OMol25: one molecule with the formula C2H3FO2S (wB97M-V/def2-TZVPD).

```
9
Properties=species:S:1:pos:R:3
O 0.0858 1.5806 -1.3363
S 0.6798 0.8080 -0.2905
O 1.9627 1.1141 0.2443
C -0.4633 0.0150 0.8197
C 0.0088 -0.8554 -0.4534
F 0.2027 -2.1393 -0.1816
H -1.4121 0.3573 0.6031
H -0.2116 -0.0738 1.7943
H -0.8527 -0.8065 -1.1997
```

Computed properties:
net charge: 0
gap between HOMO and LUMO: 11.2125 eV
SMILES: O=S1(=O)C[C@@H]1F
LUMO: 0.02058 Eh

=====

No. 4
Entry from OMol25: C25H44BiCl4N3O6Si as an isolated structure (wB97M-V/def2-TZVPD).

```
84
Properties=species:S:1:pos:R:3
C -0.5531 3.3615 -1.5040
C 0.1400 3.6164 -0.2048
H -1.2796 4.1455 -1.7330
H -1.0447 2.3771 -1.4942
H 0.1895 3.3389 -2.3179
C 0.0291 4.7263 0.5408
C -0.8471 5.8918 0.2306
H 0.6412 4.8384 1.4395
H -1.4861 5.7404 -0.6460
H -0.2561 6.8002 0.0550
H -1.4935 6.1114 1.0912
Bi 0.0398 -0.7844 0.2193
Cl -1.7815 -0.3857 -1.5896
C 2.7806 -0.5832 2.1518
O 1.5688 -0.9117 2.2182
N 3.6127 -0.6794 3.1890
C 3.1380 -1.1709 4.4798
C 4.9814 -0.1964 3.0931
H 3.2272 -0.1924 1.2220
H 2.1430 -1.5995 4.3397
H 3.0936 -0.3548 5.2161
H 3.8290 -1.9363 4.8573
H 5.1502 0.1122 2.0543
H 5.6871 -0.9939 3.3575
H 5.1429 0.6655 3.7547
H 0.5273 -6.9316 0.2491
H 0.7945 -6.7683 -2.1487
C -0.2872 -6.1948 0.2445
C -0.0148 -6.0304 -2.2049
N -0.1416 -5.3415 -0.9277
H -0.2544 -5.5837 1.1481
C -0.1742 -4.0050 -0.8477
O -0.3671 -3.3749 0.2191
H 0.2070 -5.2911 -2.9786
H -0.0116 -3.4718 -1.8054
H -1.2342 -6.7539 0.1963
H -0.9421 -6.5621 -2.4564
H -2.6857 2.3730 0.6570
H -1.4603 3.3777 2.9355
C -3.1597 1.6587 1.3459
C -2.1564 2.6556 3.3883
N -2.3402 1.4952 2.5364
H -3.2938 0.6958 0.8431
C -1.6975 0.3522 2.8044
O -1.6906 -0.6383 2.0406
H -1.7437 2.3102 4.3433
H -1.1683 0.3611 3.7750
H -4.1302 2.0644 1.6569
H -3.1202 3.1456 3.5513
O 0.1304 1.4365 0.6901
C 0.9800 2.4269 0.2305
C 1.7763 2.6922 2.6221
C 2.0658 2.7321 1.2608
H 0.7563 2.4343 2.9262
C 2.7865 2.9657 3.5433
H 1.4998 2.0979 -0.6886
C 3.3485 3.0470 0.8125
H 2.5443 2.9300 4.6074
C 4.0674 3.2971 3.0989
C 4.3526 3.3391 1.7352
H 3.5226 3.0744 -0.2693
H 4.8488 3.5218 3.8268
H 5.3506 3.6058 1.3790
Si -4.8095 -1.6039 -4.6794
Cl -5.0250 0.4525 -4.8209
C -5.6932 -2.1290 -3.1116
C -2.9697 -1.9355 -4.6325
C -5.6242 -2.3762 -6.1844
H -5.2652 -1.6180 -2.2401
H -5.5916 -3.2126 -2.9686
H -6.7617 -1.8857 -3.1740
H -6.6977 -2.1531 -6.2060
H -5.5009 -3.4665 -6.1650
H -5.1763 -1.9972 -7.1099
H -2.5244 -1.4597 -3.7468
H -2.4805 -1.5274 -5.5264
H -2.7717 -3.0146 -4.5831
Cl 3.3171 -1.2045 -3.9169
C 3.7726 -1.0519 -2.2100
Cl 4.6231 0.4809 -1.8661
C 2.5129 -1.1536 -1.3121
O 2.4446 -2.1350 -0.5362
O 1.6436 -0.2110 -1.4190
H 4.4399 -1.8778 -1.9519
```

Computed properties:
net charge: 0
gap between HOMO and LUMO: 8.7288 eV
LUMO: 0.01871 Eh

=====

No. 5
Entry from OMol25: a 2-piece molecular cluster, C4H4S overall (wB97M-V/def2-TZVPD).

```
9
Properties=species:S:1:pos:R:3
C -0.6622 0.5631 -2.0184
C 0.4223 0.3956 -1.5664
S 2.0416 0.4408 -1.1652
H -1.6143 0.3880 -2.4915
H 2.0821 1.7166 -0.8491
C -0.1838 -0.6415 2.4467
C -0.8397 -1.1442 1.5520
H 0.3070 -0.0341 3.0813
H -1.5532 -1.6844 1.0106
```

Computed properties:
net charge: 0
gap between HOMO and LUMO: 9.7467 eV
SMILES: C#CS.C#C
LUMO: 0.02626 Eh

=====

No. 6
Entry from OMol25: one molecule with the formula C3H5N2OP (wB97M-V/def2-TZVPD).

```
12
Properties=species:S:1:pos:R:3
C 1.6831 -0.1435 -0.0671
N 0.1796 -0.2189 -0.0940
C -0.5404 -1.3841 -0.1267
P -2.5241 -0.8144 -0.0026
N -1.9228 0.7493 0.0387
C -0.5492 0.9784 0.1471
O -0.0093 2.0593 0.3267
H 2.1153 -0.4152 -1.0227
H 1.9514 0.8528 0.1409
H 2.2756 -0.8165 0.5235
H -0.0780 -2.3677 -0.0732
H -2.5813 1.5204 0.2093
```

Computed properties:
net charge: 0
gap between HOMO and LUMO (alpha / beta): 7.3992 / 7.4016 eV
SMILES: Cn1cp[nH]c1=O
LUMO (alpha / beta): 0.00639 / 0.00646 Eh